#a
Entry from OMol25: a 2-piece molecular cluster, C2H9NS overall (ωB97M-V/def2-TZVPD).

Its lowest unoccupied orbital energy is -0.24 eV. The calculation puts the HOMO energy at -6.222 eV. For the HOMO-LUMO gap, the calculation gives 5.987 eV.

Each line ends with the natural charge from an NBO analysis.
Cartesian coordinates (Å):
N 0.863 -0.795 -1.093  -0.52
C -0.212 -1.812 -0.907  -0.42
C 1.888 -0.862 0.022  -0.43
H 2.868 -0.692 -0.419  0.21
H 1.356 -0.884 -1.969  0.42
H 1.934 -1.855 0.450  0.22
H 1.726 0.002 0.658  0.27
H -1.063 -1.389 -1.440  0.24
H -2.349 1.664 1.006  0.12
H 0.448 0.150 -0.992  0.48
H 0.038 -2.740 -1.398  0.21
H -0.419 -1.850 0.152  0.25
S -1.008 1.720 0.928  -1.05

=====

#b
Entry from OMol25: a 2-piece molecular cluster, C2H9NS overall (ωB97M-V/def2-TZVPD).

Its lowest unoccupied orbital energy is 0.68 eV. The calculation puts the HOMO energy at -8.920 eV. For the HOMO-LUMO gap, the calculation gives 9.603 eV.

Each line ends with the natural charge from an NBO analysis.
Cartesian coordinates (Å):
H 0.246 0.786 -0.972  0.37
H 0.215 0.452 1.982  0.20
H -2.115 0.995 -0.379  0.17
S 1.884 -1.999 -1.105  -0.61
C -1.512 0.098 -0.351  -0.41
H 2.118 -3.392 -1.235  0.25
H -1.654 -0.437 -1.281  0.21
H -1.776 -0.459 0.564  0.20
N -0.109 0.445 -0.087  -0.63
C 0.329 1.098 1.107  -0.41
H 1.072 -1.000 -0.568  0.27
H -0.095 2.071 1.309  0.17
H 1.395 1.342 1.017  0.21

=====

Which is most stable? The ranking, best first, is #a, #b.

=====

#a
Entry from OMol25: a 2-piece molecular cluster, C2H9NS overall (ωB97M-V/def2-TZVPD).

Its lowest unoccupied orbital energy is 0.78 eV. The calculation puts the HOMO energy at -8.299 eV. For the HOMO-LUMO gap, the calculation gives 9.077 eV.

Each line ends with the natural charge from an NBO analysis.
Cartesian coordinates (Å):
C -0.084 -0.945 -1.606  -0.43
S 1.130 1.482 0.837  -0.54
H -1.936 -2.276 0.112  0.19
H 0.895 -1.215 -1.169  0.21
H 0.565 2.556 0.265  0.13
H -0.467 -1.824 -2.171  0.19
H 0.072 -0.102 -2.282  0.22
H 0.057 0.457 0.342  0.26
C -1.192 -1.547 0.494  -0.43
H -1.570 -1.136 1.433  0.21
H -1.711 -0.090 -0.871  0.38
H -0.242 -2.050 0.680  0.20
N -0.870 -0.440 -0.437  -0.59

=====

#b
Entry from OMol25: a 2-piece molecular cluster, C2H9NS overall (ωB97M-V/def2-TZVPD).

Its lowest unoccupied orbital energy is 1.00 eV. The calculation puts the HOMO energy at -8.622 eV. For the HOMO-LUMO gap, the calculation gives 9.619 eV.

Each line ends with the natural charge from an NBO analysis.
Cartesian coordinates (Å):
C 2.493 1.479 -0.834  -0.73
H -2.587 0.118 -0.027  0.19
H 3.433 1.494 -1.371  0.22
H 0.730 -0.145 -0.353  0.16
C -2.346 -0.910 0.259  -0.42
H 2.588 2.033 0.096  0.21
H -0.891 -0.286 1.711  0.37
N -1.064 -0.961 0.989  -0.87
H 1.774 1.994 -1.468  0.22
H -2.174 -1.379 -0.706  0.20
H -3.141 -1.278 0.902  0.18
H -0.893 -1.896 1.308  0.36
S 2.077 -0.263 -0.505  -0.09

=====

Which is most stable? The ranking, best first, is #b, #a.

=====

#a
Entry from OMol25: a 2-piece molecular cluster, C2H9NS overall (ωB97M-V/def2-TZVPD).

Its lowest unoccupied orbital energy is 0.96 eV. The calculation puts the HOMO energy at -8.499 eV. For the HOMO-LUMO gap, the calculation gives 9.457 eV.

Each line ends with the natural charge from an NBO analysis.
Cartesian coordinates (Å):
N 0.976 -1.061 0.397  -0.83
H -0.470 -2.408 1.252  0.17
S 0.962 2.068 -0.820  -0.09
H 1.762 -1.501 0.853  0.35
H -1.439 1.765 -0.456  0.21
C -0.730 1.657 -1.278  -0.74
H 0.841 -1.572 -0.468  0.35
H -0.778 0.618 -1.614  0.21
H 1.400 1.265 0.167  0.16
H -1.088 -0.831 0.703  0.19
H -1.032 2.284 -2.110  0.23
H -0.151 -0.944 2.192  0.19
C -0.253 -1.340 1.183  -0.42

=====

#b
Entry from OMol25: a 3-piece molecular cluster, C2H9NS overall (ωB97M-V/def2-TZVPD).

Its lowest unoccupied orbital energy is 0.82 eV. The calculation puts the HOMO energy at -9.011 eV. For the HOMO-LUMO gap, the calculation gives 9.829 eV.

Each line ends with the natural charge from an NBO analysis.
Cartesian coordinates (Å):
C 0.634 -1.252 -0.211  -0.52
H -1.741 -1.154 1.714  0.35
C 1.766 -0.369 -0.705  -0.46
H 1.807 6.588 0.053  0.00
H 1.036 -1.868 0.626  0.23
H -2.490 0.240 1.386  0.35
H -2.947 -1.128 0.799  0.34
H 2.554 -0.227 0.170  0.21
S 0.094 0.499 -0.521  0.07
H 2.278 -0.232 -1.626  0.23
H 2.284 6.140 0.214  0.00
N -2.666 -0.686 1.629  -1.04
H -0.024 -1.815 -0.899  0.23

=====

Which is most stable? The ranking, best first, is #a, #b.

=====

#a
Entry from OMol25: C5H12N2O as an isolated structure (ωB97M-V/def2-TZVPD).

Its lowest unoccupied orbital energy is 0.61 eV. The calculation puts the HOMO energy at -8.161 eV. For the HOMO-LUMO gap, the calculation gives 8.773 eV.

Each line ends with the natural charge from an NBO analysis.
Cartesian coordinates (Å):
N 0.977 0.212 -1.554  -0.85
H 0.532 -2.371 -0.265  0.24
H 1.536 2.008 0.460  0.37
N 0.581 1.808 0.175  -0.83
H 1.407 -2.556 1.275  0.22
H -2.503 1.443 -0.379  0.24
H 2.197 -1.797 -0.138  0.24
C -1.119 -0.169 -0.138  0.43
C 0.755 -0.554 0.821  -0.18
H 0.490 -0.601 -1.947  0.39
C -2.114 0.829 0.438  -0.68
C 0.447 0.436 -0.234  0.13
O -1.437 -0.958 -1.060  -0.65
H -2.935 0.267 0.885  0.22
H 0.704 0.983 -2.156  0.35
H -0.601 -0.818 1.074  0.18
H 0.376 2.404 -0.621  0.36
H -1.694 1.480 1.202  0.24
H 1.144 -0.139 1.748  0.23
C 1.257 -1.905 0.413  -0.65

=====

#b
Entry from OMol25: C5H12N2O as an isolated structure (ωB97M-V/def2-TZVPD).

Its lowest unoccupied orbital energy (spin up / spin down) is 0.46 / 0.45 eV. The calculation puts the HOMO energy (spin up / spin down) at -6.484 / -6.483 eV. For the HOMO-LUMO gap (spin up / spin down), the calculation gives 6.939 / 6.938 eV.

Each line ends with the natural charge from an NBO analysis.
Cartesian coordinates (Å):
C 1.596 -0.340 -1.094  -0.74
H -1.968 -2.363 1.043  0.40
C -1.448 -0.407 0.893  0.25
N -2.002 -1.540 0.463  -0.75
H 2.590 -0.013 -1.358  0.21
H -2.072 -1.628 -0.547  0.42
H -2.302 0.673 -1.759  0.38
H 1.305 2.269 0.090  0.21
H 1.325 -1.300 -1.516  0.19
C 1.588 1.387 0.670  -0.66
H -1.417 -0.213 1.953  0.22
N -1.403 0.369 -1.412  -0.90
C -0.920 0.547 -0.070  -0.20
H -1.045 1.566 0.296  0.19
O 0.758 -0.911 1.185  -0.82
H 2.675 1.332 0.654  0.22
C 0.959 0.166 0.030  0.31
H 1.250 1.510 1.700  0.21
H 1.176 -1.711 0.837  0.48
H -0.645 0.608 -2.056  0.39

=====

#c
Entry from OMol25: C5H12N2O in the gas phase (ωB97M-V/def2-TZVPD).

Its lowest unoccupied orbital energy is 0.94 eV. The calculation puts the HOMO energy at -8.126 eV. For the HOMO-LUMO gap, the calculation gives 9.070 eV.

Each line ends with the natural charge from an NBO analysis.
Cartesian coordinates (Å):
C -2.400 0.233 0.065  -0.61
H 1.648 -0.725 2.150  0.37
H -3.057 -0.424 0.641  0.21
H 1.653 -1.840 -0.216  0.41
N 1.888 -0.217 1.305  -0.85
C -0.077 -0.813 -0.008  0.29
N 0.652 -1.924 -0.307  -0.79
H -0.641 0.811 -1.320  0.47
O 0.142 1.654 -1.378  -0.75
C -1.293 -0.542 -0.611  -0.45
H 0.026 0.862 1.301  0.19
H -2.011 1.026 0.701  0.21
C 0.689 0.283 0.647  -0.13
H 1.968 0.773 -1.052  0.14
H -3.012 0.726 -0.694  0.21
H -1.675 -1.349 -1.235  0.20
H 1.539 2.179 0.000  0.16
C 1.149 1.299 -0.530  -0.03
H 2.505 0.551 1.549  0.37
H 0.306 -2.560 -1.007  0.39

=====

Which is most stable? The ranking, best first, is #c, #a, #b.

=====

#a
Entry from OMol25: C5H12N2O in the gas phase (ωB97M-V/def2-TZVPD).

Its lowest unoccupied orbital energy is 0.72 eV. The calculation puts the HOMO energy at -8.281 eV. For the HOMO-LUMO gap, the calculation gives 8.997 eV.

Each line ends with the natural charge from an NBO analysis.
Cartesian coordinates (Å):
H 1.418 1.256 1.586  0.22
C -1.349 1.119 0.894  -0.40
H 2.628 0.769 0.411  0.22
H 2.326 -0.927 -1.070  0.22
N -0.703 0.277 -0.090  -0.39
H 1.065 -0.158 -2.044  0.22
C -1.567 -0.689 -0.705  -0.43
H -0.626 1.757 1.385  0.21
H -1.345 -0.781 -1.766  0.20
H 0.797 -1.760 -1.321  0.24
C 0.708 -0.123 0.084  0.19
H -1.879 0.539 1.656  0.19
O 0.054 -2.146 0.926  -0.37
N 0.372 -0.983 1.201  0.10
H -2.072 1.750 0.373  0.20
H -2.603 -0.387 -0.579  0.21
C 1.254 -0.784 -1.177  -0.64
H -1.439 -1.688 -0.234  0.22
H 1.378 1.920 -0.064  0.22
C 1.582 1.038 0.535  -0.62

=====

#b
Entry from OMol25: C5H12N2O as an isolated structure (ωB97M-V/def2-TZVPD).

Its lowest unoccupied orbital energy is 0.82 eV. The calculation puts the HOMO energy at -7.521 eV. For the HOMO-LUMO gap, the calculation gives 8.344 eV.

Each line ends with the natural charge from an NBO analysis.
Cartesian coordinates (Å):
C 0.485 -0.444 -0.471  -0.32
H 2.494 0.130 -0.197  0.43
H -1.239 -0.999 2.308  0.36
H 0.239 3.028 -0.800  0.24
H 1.503 -2.286 -0.094  0.22
N -1.999 -0.438 -0.244  -0.85
C 1.707 -1.244 -0.324  -0.88
H -1.102 1.880 -1.014  0.25
C -0.744 -0.917 0.318  0.12
H 0.182 -0.192 -1.582  0.25
H -2.264 0.439 0.191  0.36
O 2.045 1.259 -0.450  -0.61
C 0.785 1.005 -0.526  0.61
N -0.593 -0.489 1.713  -0.86
H -0.748 -2.011 0.202  0.17
H 0.344 -0.699 2.041  0.38
H -0.506 2.224 0.616  0.27
H 2.369 -1.254 -1.188  0.22
H -2.744 -1.100 -0.067  0.37
C -0.212 2.108 -0.433  -0.71

=====

Which is most stable? The ranking, best first, is #a, #b.

=====

#a
Entry from OMol25: a 2-piece molecular cluster, C5H12N2O overall (ωB97M-V/def2-TZVPD).

Its lowest unoccupied orbital energy is 1.01 eV. The calculation puts the HOMO energy at -8.676 eV. For the HOMO-LUMO gap, the calculation gives 9.687 eV.

Each line ends with the natural charge from an NBO analysis.
Cartesian coordinates (Å):
N -0.668 1.867 -0.175  -0.43
C 0.624 0.571 -1.744  -0.64
H -0.286 -0.018 -1.847  0.22
H 0.674 1.264 -2.585  0.22
H 1.514 1.950 1.327  0.20
C 1.598 1.412 0.398  -0.45
H 0.488 -3.435 0.574  0.17
H -0.904 -0.286 1.146  0.48
H -0.085 3.841 0.119  0.15
H 2.521 0.893 0.219  0.20
H -1.869 3.386 0.353  0.17
C 0.582 1.333 -0.455  0.16
H 1.490 -0.084 -1.771  0.22
C -0.530 -3.284 0.951  -0.43
H -1.156 -4.121 0.650  0.20
C -0.864 3.072 0.107  -0.03
N -1.151 -2.071 0.461  -0.34
H -1.173 -2.098 -0.561  0.32
O -0.310 -0.960 0.793  -0.61
H -0.496 -3.233 2.038  0.20

=====

#b
Entry from OMol25: C5H12N2O as an isolated structure (ωB97M-V/def2-TZVPD).

Its lowest unoccupied orbital energy is 0.96 eV. The calculation puts the HOMO energy at -7.350 eV. For the HOMO-LUMO gap, the calculation gives 8.306 eV.

Each line ends with the natural charge from an NBO analysis.
Cartesian coordinates (Å):
H -0.164 -2.768 -0.009  0.38
H -1.979 -2.099 0.935  0.36
H 2.256 -0.819 1.772  0.21
H 2.252 -0.049 0.179  0.23
N 0.559 -2.312 0.525  -0.81
N -2.041 -1.155 0.585  -0.84
H 0.723 1.632 -2.813  0.18
H -1.994 1.363 0.326  0.21
H 1.493 -2.619 0.307  0.38
H -0.287 1.688 0.953  0.20
C -0.858 -0.384 0.755  -0.05
C 1.661 -0.225 1.076  -0.65
C 0.118 1.984 -1.967  -0.24
H -2.384 -1.142 -0.368  0.36
C -0.977 1.004 0.467  -0.07
O -0.109 0.917 -1.106  -0.67
H 0.684 2.808 -1.494  0.14
H -0.815 2.396 -2.380  0.15
H 1.460 0.735 1.533  0.23
C 0.403 -0.957 0.724  0.28

=====

#c
Entry from OMol25: C5H12N2O in the gas phase (ωB97M-V/def2-TZVPD).

Its lowest unoccupied orbital energy is 0.83 eV. The calculation puts the HOMO energy at -8.644 eV. For the HOMO-LUMO gap, the calculation gives 9.476 eV.

Each line ends with the natural charge from an NBO analysis.
Cartesian coordinates (Å):
H 0.681 -2.110 -0.423  0.19
C -0.606 -2.977 1.036  -0.62
C -0.322 0.293 0.030  -0.30
N 0.841 2.315 -0.962  -0.62
H -0.501 -0.187 -0.934  0.22
C 0.844 1.234 -0.134  0.64
H 0.392 -0.188 1.849  0.39
H -1.393 2.718 -1.137  0.18
H -0.186 -3.971 1.682  0.19
H -1.202 1.088 0.220  0.20
N -0.057 -0.575 1.094  -0.63
C 0.455 -1.905 0.685  -0.24
H 1.353 -2.062 1.269  0.20
O 1.745 1.195 0.670  -0.64
H -0.037 3.554 -2.078  0.21
H 1.605 3.015 -0.991  0.41
C -0.373 2.622 -1.713  -0.42
H -1.285 -2.572 1.883  0.22
H -1.280 -3.295 0.311  0.20
H -0.673 1.810 -2.359  0.19

=====

Which is most stable? The ranking, best first, is #c, #b, #a.